No. 1
{
  "formula": "C7H9NO3",
  "method": "ωB97M-V/def2-TZVPD",
  "e_above_lowest_kcal_mol": 108.72,
  "lumo_ev": 0.10,
  "charge": 0,
  "smiles": "C[C@H]1CC=CC([N+](=O)[O-])=C1O",
  "homo_energy_ev": -8.75,
  "symbols": ["C", "C", "C", "C", "C", "C", "N", "O", "O", "C", "O", "H", "H", "H", "H", "H", "H", "H", "H", "H"],
  "xyz": [[1.424, -0.699, -1.135], [1.044, -0.575, 0.334], [1.253, 0.776, 0.998], [0.577, 1.743, 0.062], [-0.696, 1.566, -0.178], [-1.347, 0.212, 0.109], [-2.745, 0.063, 0.035], [-3.371, 0.874, -0.592], [-3.184, -0.966, 0.538], [-0.509, -0.899, 0.446], [-0.963, -2.146, 0.557], [0.965, 0.136, -1.787], [1.169, -1.798, -1.437], [2.542, -0.675, -1.325], [1.466, -1.499, 0.930], [2.226, 1.062, 1.097], [0.804, 0.828, 2.020], [1.133, 2.695, -0.151], [-1.391, 2.211, -0.838], [-0.397, -2.911, 0.317]],
  "atomic_forces_ev_per_a": [[0.82, -1.03, -1.49], [-1.23, -2.93, 1.98], [-2.33, -0.68, -0.55], [1.24, 2.24, 1.55], [-3.55, -1.10, -2.23], [3.67, -0.75, 1.56], [0.48, -1.74, 0.21], [-1.04, 0.96, -0.44], [-0.76, 0.63, -0.04], [-0.31, 2.64, -2.18], [-0.11, -0.30, 0.08], [0.47, -1.76, 0.97], [0.02, 2.14, 0.01], [-1.13, 0.24, 0.53], [-0.16, 1.92, -0.94], [2.94, 0.33, 0.21], [0.10, -0.21, -0.76], [-0.86, -1.00, -0.08], [1.47, -0.81, 1.34], [0.27, 1.21, 0.28]]
}

No. 2
{
  "formula": "C7H9NO4S",
  "method": "ωB97M-V/def2-TZVPD",
  "e_above_lowest_kcal_mol": 23.83,
  "lumo_ev": -0.23,
  "charge": 0,
  "smiles": "O=C1C=CC(O)=N1.CCC(=O)SO",
  "homo_energy_ev": -9.42,
  "symbols": ["O", "C", "C", "C", "C", "O", "N", "H", "H", "H", "C", "C", "C", "O", "S", "O", "H", "H", "H", "H", "H", "H"],
  "xyz": [[0.916, 1.382, -4.058], [0.057, 1.893, -3.455], [-0.993, 2.857, -4.002], [-1.663, 3.348, -2.982], [-1.195, 2.579, -1.788], [-1.708, 2.601, -0.626], [-0.113, 1.925, -2.102], [-1.156, 3.039, -5.025], [-2.543, 3.920, -2.992], [-1.240, 1.918, 0.025], [0.182, -2.378, 1.752], [0.780, -0.841, 1.893], [0.376, 0.019, 0.655], [-0.544, 0.833, 0.791], [1.313, -0.101, -0.771], [2.573, -1.078, -0.203], [0.508, -2.883, 0.775], [-0.885, -2.386, 1.831], [0.532, -2.864, 2.686], [1.930, -0.823, 1.806], [0.312, -0.313, 2.638], [3.382, -0.653, -0.386]],
  "atomic_forces_ev_per_a": [[2.30, -1.85, -1.79], [-2.24, 3.05, 1.13], [0.05, -0.27, -0.10], [-0.71, -0.99, 0.47], [2.05, 0.07, -1.37], [-0.55, -0.09, 1.35], [0.02, -1.79, 2.34], [-0.04, 0.32, -1.05], [-0.80, 0.95, -0.03], [-0.13, 0.56, -1.15], [2.03, 1.40, 0.04], [1.27, -2.20, -4.47], [-0.26, 0.19, 2.06], [0.17, -0.69, -0.21], [0.95, -0.04, -0.83], [-2.18, -1.12, 0.17], [-0.27, 0.71, 1.70], [-0.69, 0.29, -0.24], [0.08, -0.21, -0.92], [-1.93, -0.30, 1.05], [-0.61, 0.91, 2.26], [1.47, 1.08, -0.40]]
}

No. 3
{
  "formula": "C7H9NOS",
  "method": "ωB97M-V/def2-TZVPD",
  "e_above_lowest_kcal_mol": 82.66,
  "lumo_ev": 0.57,
  "charge": 0,
  "homo_energy_ev": -8.82,
  "symbols": ["C", "C", "C", "C", "C", "C", "C", "H", "H", "H", "H", "H", "H", "H", "H", "H", "N", "O", "S"],
  "xyz": [[1.649, 1.951, 1.089], [0.265, 1.775, 1.139], [-0.354, 0.279, 1.471], [-0.623, -0.078, -0.012], [-0.179, 1.424, -0.361], [-1.705, -1.370, -1.438], [-0.588, -2.420, -1.063], [-0.352, 2.481, 1.834], [0.272, -0.528, 2.143], [-1.344, 0.543, 1.710], [-1.049, 2.056, -0.673], [0.622, 1.582, -1.229], [-2.695, -1.818, -1.409], [-1.255, -0.875, -2.408], [-0.358, -3.098, -2.008], [-1.014, -2.928, 0.130], [2.768, 2.145, 1.205], [-1.860, -0.379, -0.400], [0.743, -1.173, -0.517]],
  "atomic_forces_ev_per_a": [[0.80, 0.33, 1.63], [-3.40, -2.29, -0.36], [1.95, -0.69, 0.57], [4.83, 3.91, 1.16], [-0.39, 1.32, -1.68], [0.96, -0.28, -0.93], [-1.41, 0.21, 2.66], [1.54, -0.68, -1.83], [-1.94, 2.24, -1.52], [-1.20, -0.03, 1.78], [0.47, -0.70, 0.25], [-1.44, -0.45, 2.17], [0.03, -0.13, -1.14], [-1.65, -0.77, 1.51], [-0.29, 1.20, 2.54], [1.44, 0.79, -4.17], [1.18, 0.10, -0.35], [-0.30, -2.18, -0.85], [-1.18, -1.89, -1.45]]
}

The evaluated E_tot for the records listed, in turn: -552.43187, -1025.97295, -800.15243 Eh.